Density functional theory data (wB97M-V/def2-TZVPD) for C49H36BrF4MgN2OPSi as an isolated structure.

Structure (XYZ):
```
96
Properties=species:S:1:pos:R:3:mulliken_charge:R:1
Mg 0.6446 -0.0522 -0.6912 1.942
O 2.0979 -1.5680 -0.2460 -0.384
C 3.4519 -1.1526 -0.4320 -1.441
C 3.5798 -0.1600 -1.5626 0.976
C 4.8178 0.1389 -2.1049 -0.926
C 4.8982 1.1285 -3.0709 -0.433
C 3.7414 1.7860 -3.4531 -0.809
C 2.5455 1.4203 -2.8638 -0.531
N 2.4587 0.4571 -1.9422 -0.152
H 1.9177 -2.3935 -0.7174 -0.163
H 4.0975 -2.0175 -0.5835 0.606
H 3.7494 -0.6605 0.4975 0.167
H 5.6990 -0.3921 -1.7695 0.490
H 5.8513 1.3837 -3.5147 0.435
H 3.7537 2.5752 -4.1907 0.496
H 1.6220 1.9149 -3.1308 0.345
F -1.1350 -2.0340 -7.0898 -0.319
C -1.1612 -2.0451 -5.7533 0.633
C -1.3531 -3.2334 -5.0659 0.216
F -1.5215 -4.3659 -5.7602 -0.313
C -1.3728 -3.2206 -3.6817 -0.257
F -1.6046 -4.4256 -3.0926 -0.464
C -1.2020 -2.0895 -2.9125 0.245
P -1.2965 -1.7996 -0.4490 2.400
C -3.0737 -1.6858 -0.8291 0.886
C -3.7007 -0.4438 -0.8473 -0.168
C -5.0511 -0.3445 -1.1496 -0.591
C -5.7870 -1.4856 -1.4322 -0.803
C -5.1657 -2.7269 -1.4162 -0.795
C -3.8146 -2.8273 -1.1221 -1.042
C -0.7950 -3.5548 -0.2733 0.961
C 0.2738 -4.0467 -1.0177 -1.016
C 0.7656 -5.3254 -0.8135 -1.237
C 0.1654 -6.1500 0.1279 -0.751
C -0.9197 -5.6849 0.8559 -0.815
C -1.3880 -4.3929 0.6656 -0.520
C -1.0501 -0.9459 -3.6493 0.116
Br -0.9679 0.8256 -2.7974 -0.185
C -1.0144 -0.8750 -5.0332 0.021
F -0.8493 0.2770 -5.6987 -0.350
H -3.1363 0.4495 -0.6058 0.197
H -5.5271 0.6275 -1.1619 0.476
H -6.8403 -1.4082 -1.6682 0.386
H -5.7319 -3.6207 -1.6443 0.450
H -3.3308 -3.7952 -1.1479 0.391
H 0.6679 -3.4463 -1.8348 0.851
H 1.5942 -5.6897 -1.4074 0.484
H 0.5342 -7.1553 0.2835 0.406
H -1.3995 -6.3260 1.5839 0.455
H -2.2116 -4.0269 1.2660 0.463
N -1.1853 0.1679 6.5547 -0.613
C -1.2444 -0.2234 5.4755 -0.129
C -1.3201 -0.6903 4.1186 0.241
C -0.1817 -1.1780 3.4796 -0.435
C -0.2605 -1.5579 2.1543 0.025
C -1.4496 -1.4662 1.4237 -0.019
C -2.5792 -1.0053 2.0945 -0.599
C -2.5212 -0.6181 3.4253 -0.993
H 0.7542 -1.2351 4.0195 0.510
H 0.6355 -1.9368 1.6698 0.273
H -3.5289 -0.9243 1.5834 0.430
H -3.4046 -0.2369 3.9199 0.446
C 4.2166 1.7184 4.0531 -0.638
C 3.6576 0.5750 3.5026 -1.080
C 2.6405 0.6883 2.5622 -0.720
C 2.1505 1.9291 2.1491 0.065
C 2.7337 3.0656 2.7199 -0.220
C 3.7510 2.9657 3.6586 -0.781
Si 0.7290 2.0480 0.8842 1.658
C 1.1324 3.6076 -0.1317 0.434
C 2.4339 3.7990 -0.6102 -0.276
C 2.7600 4.8718 -1.4272 -0.607
C 1.7820 5.7850 -1.7973 -0.693
C 0.4845 5.6179 -1.3354 -0.595
C 0.1682 4.5442 -0.5126 -0.664
C -0.8384 2.4273 1.8804 0.496
C -0.8336 2.6324 3.2611 -0.648
C -2.0096 2.8780 3.9603 -0.677
C -3.2221 2.9251 3.2887 -0.766
C -3.2546 2.7213 1.9146 -0.922
C -2.0757 2.4715 1.2292 -0.301
H 5.0078 1.6398 4.7879 0.382
H 4.0099 -0.4028 3.8098 0.465
H 2.2029 -0.2152 2.1479 0.810
H 2.3834 4.0483 2.4240 0.457
H 4.1802 3.8626 4.0878 0.432
H 3.2144 3.0987 -0.3242 0.411
H 3.7799 5.0004 -1.7708 0.446
H 2.0315 6.6252 -2.4329 0.382
H -0.2830 6.3311 -1.6099 0.432
H -0.8476 4.4431 -0.1491 0.287
H 0.1022 2.5915 3.8077 0.346
H -1.9754 3.0212 5.0331 0.444
H -4.1389 3.1167 3.8324 0.396
H -4.1978 2.7511 1.3820 0.440
H -2.1157 2.3049 0.1537 0.638
```

## Properties
LUMO = -0.0084 Eh
DFT total energy = -159948.9553 eV
Spin multiplicity = 1
Energy above the lowest of the compared OMol25 structures with the same formula, charge and spin = 46.67 kJ/mol